DFT (the ωB97M-V functional and the def2-TZVPD basis) results for a 10-piece molecular cluster, C14H48N2O10 overall at a distorted geometry.

Computed properties:
**Largest force on an atom**: 9.0 eV Å⁻¹
**Gap between HOMO and LUMO**: 9.3 eV
**Total charge**: 0

Cartesian coordinates (Å):
N1 -1.660 -2.179 -3.985
C1 -1.557 -1.767 -2.778
N2 -0.715 -0.824 -2.627
O1 -2.332 -2.239 -1.728
H1 -2.329 -3.000 -4.178
H2 -0.915 -1.942 -4.652
H3 -0.528 -0.392 -1.657
H4 0.060 -0.553 -3.292
C2 -0.076 -0.608 4.058
C3 -0.989 -1.225 5.142
O2 -0.300 -2.010 5.961
H5 0.843 -0.024 4.391
H6 -0.702 0.052 3.525
H7 0.205 -1.259 3.276
H8 -1.748 -1.794 4.620
H9 -1.491 -0.459 5.677
H10 -0.826 -2.807 6.274
C4 3.914 -0.525 -1.268
C5 2.883 -1.657 -1.468
O3 3.396 -2.738 -2.258
H11 3.591 0.183 -0.478
H12 4.142 0.085 -2.221
H13 4.898 -0.769 -0.760
H14 1.972 -1.368 -1.937
H15 2.512 -1.940 -0.511
H16 2.750 -3.464 -2.262
C6 2.778 2.209 -2.963
C7 1.655 3.191 -3.287
O4 0.601 2.837 -2.402
H17 2.354 1.235 -3.136
H18 2.968 2.108 -1.888
H19 3.727 2.328 -3.500
H20 1.308 3.073 -4.307
H21 1.868 4.283 -3.062
H22 -0.009 3.579 -2.395
C8 -2.942 -1.129 1.382
C9 -3.132 0.270 0.778
O5 -3.453 1.299 1.642
H23 -2.824 -1.845 0.657
H24 -3.728 -1.489 2.038
H25 -2.008 -1.173 1.985
H26 -3.922 0.385 0.032
H27 -2.176 0.646 0.283
H28 -4.094 1.892 1.240
C10 -0.044 -3.384 0.620
O6 1.165 -4.074 0.687
H29 -0.758 -3.667 -0.233
H30 0.108 -2.321 0.658
H31 -0.742 -3.534 1.460
H32 1.694 -3.564 1.238
C11 3.455 -1.027 2.572
O7 2.596 -2.097 2.343
H33 3.861 -0.768 1.576
H34 4.156 -1.357 3.275
H35 2.962 -0.030 2.861
H36 2.427 -2.643 3.128
C12 -2.843 1.829 -2.318
O8 -3.388 2.211 -3.537
H37 -3.121 2.471 -1.487
H38 -1.771 1.929 -2.326
H39 -3.139 0.848 -2.035
H40 -3.274 1.464 -4.167
C13 0.742 0.940 0.647
O9 0.406 0.755 -0.719
H41 0.656 0.010 1.230
H42 0.026 1.644 1.038
H43 1.732 1.268 0.825
H44 0.630 1.590 -1.227
C14 -1.883 4.057 0.757
O10 -1.809 3.553 2.062
H45 -2.731 3.873 0.154
H46 -1.058 3.796 0.022
H47 -1.848 5.125 0.868
H48 -2.174 2.626 2.064

Atom charges from the Löwdin analysis, given in e for atoms 1 to 6: 0.139 -0.687 0.151 -0.140 0.168 0.121

DFT (the ωB97M-V functional and the def2-TZVPD basis) results for an isolated ion of composition C7H13N2O2 and charge +1.

Computed properties:
**Largest force on an atom**: 0.7 eV Å⁻¹
**Gap between HOMO and LUMO**: 9.5 eV
**Total charge**: +1

Cartesian coordinates (Å):
C1 -0.612 -1.981 -0.997
C2 0.093 -1.590 1.231
C3 1.924 0.496 -1.108
C4 0.677 1.355 -0.875
C5 1.996 -0.386 0.139
C6 -0.136 0.540 0.078
C7 -2.179 1.863 -0.139
N1 0.622 -0.401 0.652
N2 -1.382 0.779 0.383
O1 -0.433 -2.482 0.179
O2 -0.927 -1.288 2.099
H1 -1.009 -2.796 -1.618
H2 0.905 -2.162 1.702
H3 1.783 -0.121 -1.997
H4 2.824 1.091 -1.234
H5 0.924 2.316 -0.416
H6 0.133 1.552 -1.799
H7 2.331 -1.396 -0.093
H8 2.646 0.039 0.908
H9 -2.041 2.765 0.461
H10 -1.908 2.087 -1.168
H11 -3.228 1.582 -0.105
H12 -1.193 -2.057 2.622
H13 -1.810 0.195 1.096

Atom charges from the Löwdin analysis, given in e for atoms 1 to 6: 0.130 -0.336 -0.120 -0.061 -0.095 -0.254

DFT (the ωB97M-V functional and the def2-TZVPD basis) results for C20H19CeCl5N3O2S5Se as an isolated structure at a distorted geometry.

Computed properties:
**Largest force on an atom**: 4.0 eV Å⁻¹
**Gap between HOMO and LUMO (spin up / spin down)**: 6.7 / 6.7 eV
**Spin multiplicity**: 2
**Total charge**: 0

Cartesian coordinates (Å):
Ce1 9.522 -2.856 14.740
Cl1 16.559 -6.420 14.346
C1 14.980 -5.649 14.296
C2 14.457 -4.999 15.428
Cl2 15.307 -4.949 16.932
C3 13.174 -4.378 15.358
Cl3 12.568 -3.294 16.555
C4 12.377 -4.537 14.208
O1 11.114 -4.175 14.069
C5 12.951 -5.256 13.075
Cl4 11.962 -5.440 11.675
C6 14.240 -5.726 13.078
Cl5 14.803 -6.610 11.718
C7 6.488 -5.270 20.643
S1 6.419 -5.358 18.808
C8 7.421 -3.993 18.557
C9 8.487 -3.911 17.602
S2 8.550 -5.004 16.303
S3 9.489 -2.479 17.761
C10 8.523 -1.622 19.016
S4 8.921 -0.107 19.497
S5 7.171 -2.565 19.515
H1 5.859 -6.112 21.123
H2 6.007 -4.326 21.026
H3 7.522 -5.327 21.011
C11 6.413 -3.262 11.677
N1 5.919 -2.125 12.441
C12 4.967 -1.213 11.788
C13 6.338 -1.923 13.691
O2 7.309 -2.617 14.122
N2 5.739 -0.909 14.432
C14 6.554 -0.112 15.321
C15 4.302 -0.851 14.587
H4 5.574 -3.922 11.409
H5 7.190 -3.806 12.316
H6 7.002 -2.877 10.815
H7 5.129 -1.281 10.718
H8 5.172 -0.183 12.133
H9 3.919 -1.497 11.958
H10 7.592 -0.291 15.109
H11 6.366 -0.388 16.391
H12 6.287 0.974 15.191
H13 3.827 -1.669 14.028
H14 3.904 0.086 14.253
H15 3.970 -1.031 15.613
Se1 11.021 -0.303 14.683
C16 10.262 -0.679 13.009
C17 9.410 0.293 12.425
C18 8.731 -0.100 11.273
N3 9.003 -1.250 10.655
C19 9.979 -2.028 11.060
C20 10.660 -1.786 12.250
H16 9.104 1.154 13.001
H17 7.946 0.489 10.822
H18 10.162 -2.900 10.440
H19 11.438 -2.440 12.623

Atom charges from the Löwdin analysis, given in e for atoms 1 to 6: 0.617 0.638 -0.658 -0.675 0.689 -0.565

DFT (the ωB97M-V functional and the def2-TZVPD basis) results for a 4-piece molecular cluster, C2H10NO2 overall at a distorted geometry.

Computed properties:
**Largest force on an atom**: 1.7 eV Å⁻¹
**Gap between HOMO and LUMO**: 5.0 eV
**Total charge**: +1

Cartesian coordinates (Å):
C1 -0.759 -1.075 1.189
C2 -1.227 -1.462 -0.048
N1 -0.705 1.358 -1.068
H1 -1.403 -1.024 2.060
H2 -2.246 -1.746 -0.268
H3 -0.472 -1.567 -0.812
H4 -0.840 1.931 -1.897
H5 -1.558 1.287 -0.511
H6 0.124 1.460 -0.436
H7 2.717 -0.808 -0.611
H8 1.621 0.035 0.014
O1 1.757 -0.734 -0.651
H9 1.577 1.928 1.125
H10 0.276 -0.790 1.271
O2 1.138 1.207 0.642

Atom charges from the Löwdin analysis, given in e for atoms 1 to 6: 0.133 0.117 0.322 0.095 0.089 0.056

DFT (the ωB97M-V functional and the def2-TZVPD basis) results for one molecule with the formula C24H27N3 at a distorted geometry.

Computed properties:
**Largest force on an atom**: 2.0 eV Å⁻¹
**Gap between HOMO and LUMO**: 8.4 eV
**Total charge**: 0

Cartesian coordinates (Å):
C1 5.339 -4.012 0.170
C2 4.519 -2.758 0.376
C3 4.081 -2.378 1.645
C4 3.285 -1.244 1.813
C5 2.930 -0.457 0.715
C6 1.980 0.718 0.876
C7 0.964 0.560 1.989
C8 0.492 1.618 2.786
C9 0.777 3.109 2.785
C10 2.232 3.282 3.217
C11 -0.106 3.856 3.795
C12 0.423 3.605 1.390
N1 -0.405 1.148 3.688
C13 -0.611 -0.205 3.495
C14 -1.362 -1.062 4.282
C15 -1.245 -2.438 4.036
C16 -0.403 -2.886 3.009
C17 0.285 -1.999 2.169
C18 0.251 -0.623 2.440
N2 1.273 1.018 -0.357
C19 0.048 0.428 -0.655
C20 -0.327 0.893 -1.894
N3 0.662 1.671 -2.406
C21 1.630 1.753 -1.512
C22 2.825 2.554 -1.868
C23 3.474 -0.763 -0.535
C24 4.220 -1.932 -0.713
H1 5.667 -4.068 -0.877
H2 6.237 -4.015 0.808
H3 4.771 -4.928 0.395
H4 4.354 -2.976 2.512
H5 2.909 -0.975 2.797
H6 2.614 1.586 1.111
H7 2.929 2.730 2.577
H8 2.511 4.346 3.222
H9 2.331 2.887 4.243
H10 -1.175 3.794 3.545
H11 0.052 3.516 4.829
H12 0.174 4.920 3.769
H13 -0.660 3.476 1.231
H14 0.679 4.666 1.268
H15 0.927 3.034 0.608
H16 -0.851 1.685 4.411
H17 -1.979 -0.675 5.088
H18 -1.790 -3.154 4.659
H19 -0.266 -3.958 2.881
H20 0.848 -2.373 1.317
H21 -0.496 -0.279 -0.042
H22 -1.255 0.730 -2.419
H23 3.492 2.756 -1.022
H24 3.367 2.073 -2.702
H25 2.469 3.501 -2.309
H26 3.292 -0.121 -1.408
H27 4.600 -2.214 -1.701

Atom charges from the Löwdin analysis, given in e for atoms 1 to 6: -0.060 -0.282 -0.036 -0.039 -0.158 -0.179

DFT (the ωB97M-V functional and the def2-TZVPD basis) results for an isolated ion of composition C3H8NO and charge +1 at a distorted geometry.

Computed properties:
**Largest force on an atom**: 3.7 eV Å⁻¹
**Gap between HOMO and LUMO**: 11.1 eV
**Total charge**: +1

Cartesian coordinates (Å):
N1 0.425 1.326 -0.525
C1 -0.022 -0.132 -0.849
C2 -0.806 -0.948 0.191
C3 0.121 -0.636 1.554
O1 1.165 -0.062 1.582
H1 0.743 1.761 -1.383
H2 1.184 1.355 0.162
H3 -0.406 1.822 -0.215
H4 -0.401 0.020 -1.946
H5 0.879 -0.670 -1.129
H6 -0.748 -1.974 -0.152
H7 -1.910 -0.676 0.258
H8 -0.225 -1.185 2.452

Atom charges from the Löwdin analysis, given in e for atoms 1 to 6: 0.190 -0.162 -0.066 -0.167 0.063 0.162

DFT (the ωB97M-V functional and the def2-TZVPD basis) results for a 4-piece molecular cluster, C4H16O4 overall at a distorted geometry.

Computed properties:
**Largest force on an atom**: 1.3 eV Å⁻¹
**Gap between HOMO and LUMO**: 10.1 eV
**Total charge**: 0

Cartesian coordinates (Å):
C1 0.164 -1.395 3.222
O1 -0.099 -1.009 1.874
H1 0.915 -2.180 3.292
H2 0.548 -0.538 3.777
H3 -0.737 -1.749 3.721
H4 -1.058 -1.060 1.796
C2 0.103 -1.919 -2.960
O2 1.238 -2.233 -2.149
H5 -0.775 -1.713 -2.332
H6 0.287 -0.960 -3.459
H7 -0.127 -2.737 -3.631
H8 1.209 -1.581 -1.435
C3 -2.013 2.154 -0.904
O3 -2.386 2.611 0.390
H9 -2.823 1.497 -1.213
H10 -1.831 2.956 -1.623
H11 -1.099 1.551 -0.863
H12 -1.650 3.089 0.782
C4 1.942 1.139 0.297
O4 1.236 0.108 -0.339
H13 3.000 1.101 0.046
H14 1.528 2.133 0.093
H15 1.867 1.026 1.387
H16 0.557 -0.291 0.232

Atom charges from the Löwdin analysis, given in e for atoms 1 to 6: -0.126 -0.129 0.082 0.078 0.082 0.090

DFT (the ωB97M-V functional and the def2-TZVPD basis) results for C39H47IrN4O2P2S2 as an isolated structure at a distorted geometry.

Computed properties:
**Largest force on an atom**: 3.1 eV Å⁻¹
**Gap between HOMO and LUMO (spin up / spin down)**: 3.7 / 3.0 eV
**Spin multiplicity**: 5
**Total charge**: +2

Cartesian coordinates (Å):
Ir1 0.449 0.507 0.958
N1 0.876 2.556 1.719
C1 1.740 2.736 2.889
C2 0.993 2.875 4.251
N2 0.123 1.722 4.615
C3 0.968 0.641 5.134
C4 1.479 -0.190 3.974
N3 0.454 -0.355 2.872
H1 1.408 2.958 0.919
H2 -0.020 3.040 1.812
H3 2.192 3.742 2.842
H4 2.533 1.986 2.898
H5 0.355 3.760 4.145
H6 1.766 3.092 5.038
H7 -0.514 2.084 5.354
H8 0.352 0.003 5.766
H9 1.810 0.963 5.721
H10 1.640 -1.225 4.310
H11 2.443 0.114 3.544
H12 -0.406 -0.043 3.313
H13 0.274 -1.353 2.685
C5 -6.071 -0.777 -4.122
S1 -4.805 0.449 -4.519
C6 -3.260 -0.510 -4.585
C7 -2.090 0.041 -3.737
C8 -2.144 -0.658 -2.380
N4 -1.114 -0.214 -1.459
P1 -0.638 1.323 -0.885
C9 0.238 2.091 -2.266
C10 0.067 3.405 -2.622
C11 0.342 3.819 -3.934
C12 0.813 2.932 -4.872
C13 1.150 1.626 -4.460
C14 1.000 1.255 -3.125
C15 -2.015 2.425 -0.368
C16 -2.353 2.490 0.993
C17 -2.944 3.657 1.489
C18 -3.329 4.704 0.680
C19 -3.239 4.521 -0.718
C20 -2.594 3.381 -1.231
P2 -0.484 -1.196 -0.106
C21 -1.905 -1.964 0.701
C22 -1.927 -3.318 0.994
C23 -2.992 -3.851 1.722
C24 -4.129 -3.087 1.999
C25 -4.195 -1.769 1.532
C26 -3.077 -1.242 0.871
C27 0.598 -2.379 -0.942
C28 1.103 -3.461 -0.182
C29 1.869 -4.416 -0.852
C30 2.048 -4.369 -2.240
C31 1.418 -3.396 -2.991
C32 0.729 -2.351 -2.348
H14 -6.986 -0.259 -4.383
H15 -6.105 -0.967 -3.066
H16 -6.064 -1.676 -4.760
H17 -2.991 -0.450 -5.656
H18 -3.492 -1.530 -4.279
H19 -2.308 1.139 -3.657
H20 -1.103 -0.144 -4.170
H21 -2.048 -1.758 -2.473
H22 -3.164 -0.496 -1.950
H23 -0.336 4.105 -1.888
H24 0.218 4.835 -4.211
H25 1.011 3.237 -5.924
H26 1.609 0.893 -5.139
H27 1.319 0.298 -2.718
H28 -2.288 1.622 1.710
H29 -3.066 3.741 2.583
H30 -3.783 5.617 1.074
H31 -3.647 5.194 -1.456
H32 -2.405 3.290 -2.296
H33 -1.140 -3.966 0.767
H34 -3.006 -4.883 1.963
H35 -4.898 -3.401 2.649
H36 -5.077 -1.126 1.568
H37 -3.213 -0.273 0.433
H38 0.950 -3.530 0.882
H39 2.370 -5.198 -0.273
H40 2.648 -5.162 -2.696
H41 1.505 -3.489 -4.054
H42 0.242 -1.518 -2.904
O1 6.927 -4.001 2.135
C33 6.460 -2.880 2.810
O2 6.545 -2.829 4.006
C34 5.707 -1.901 2.002
C35 5.049 -2.279 0.806
C36 4.191 -1.426 0.189
C37 3.886 -0.162 0.813
S2 2.732 0.719 -0.099
C38 4.699 0.303 1.904
C39 5.595 -0.573 2.473
H43 6.959 -3.922 1.172
H44 5.195 -3.269 0.311
H45 3.635 -1.676 -0.700
H46 4.482 1.264 2.360
H47 6.199 -0.284 3.347

Atom charges from the Löwdin analysis, given in e for atoms 1 to 6: 0.743 -0.109 -0.232 -0.185 -0.073 -0.208

DFT (the ωB97M-V functional and the def2-TZVPD basis) results for one molecule with the formula C4H4S2 at a distorted geometry.

Computed properties:
**Largest force on an atom**: 1.5 eV Å⁻¹
**Gap between HOMO and LUMO**: 8.8 eV
**Total charge**: 0

Cartesian coordinates (Å):
C1 0.643 -1.373 -0.063
C2 -0.687 -1.333 -0.018
S1 -1.670 0.005 -0.563
C3 -0.625 1.349 -0.029
C4 0.691 1.350 -0.035
S2 1.701 -0.030 -0.554
H1 1.153 -2.258 0.335
H2 -1.278 -2.165 0.354
H3 -1.145 2.269 0.246
H4 1.215 2.186 0.328

Atom charges from the Löwdin analysis, given in e for atoms 1 to 6: -0.501 -0.527 0.884 -0.492 -0.490 0.878

DFT (the ωB97M-V functional and the def2-TZVPD basis) results for a 2-piece molecular cluster, C23H31N7O3S overall at a distorted geometry.

Computed properties:
**Largest force on an atom**: 3.1 eV Å⁻¹
**Gap between HOMO and LUMO**: 7.4 eV
**Total charge**: 0

Cartesian coordinates (Å):
C1 -2.750 4.987 2.024
C2 -2.760 4.586 0.551
C3 -4.172 4.200 0.092
C4 -4.162 3.876 -1.378
N1 -4.605 4.741 -2.257
C5 -4.413 4.178 -3.508
C6 -4.839 4.934 -4.735
C7 -3.825 2.939 -3.394
C8 -3.352 1.884 -4.323
C9 -3.373 2.071 -5.743
N2 -3.390 2.237 -6.899
N3 -2.872 0.748 -3.846
C10 -2.818 0.555 -2.459
C11 -2.364 -0.669 -1.982
C12 -2.327 -0.875 -0.602
C13 -2.721 0.134 0.277
O1 -2.660 -0.134 1.617
C14 -2.913 0.967 2.502
N4 -3.158 1.321 -0.176
C15 -3.211 1.536 -1.505
N5 -3.696 2.739 -2.026
H1 -3.379 5.868 2.184
H2 -1.731 5.227 2.341
H3 -3.126 4.171 2.647
H4 -2.075 3.747 0.400
H5 -2.396 5.426 -0.051
H6 -4.538 3.341 0.661
H7 -4.857 5.035 0.268
H8 -4.271 5.866 -4.806
H9 -4.685 4.364 -5.651
H10 -5.901 5.181 -4.660
H11 -2.054 -1.438 -2.685
H12 -1.987 -1.816 -0.184
H13 -2.207 1.783 2.317
H14 -3.934 1.344 2.377
H15 -2.794 0.640 3.539
C16 7.051 -1.700 0.825
N6 5.988 -2.687 1.012
C17 5.011 -2.917 0.129
O2 4.942 -2.292 -0.925
C18 3.966 -4.021 0.406
C19 2.728 -3.489 1.154
C20 1.991 -2.384 0.387
S1 0.557 -1.710 1.268
C21 1.391 -0.570 2.404
N7 4.457 -5.253 1.061
C22 5.014 -5.379 2.268
C23 5.443 -6.773 2.662
O3 5.188 -4.446 3.040
H16 7.583 -1.904 -0.106
H17 7.753 -1.739 1.659
H18 6.616 -0.702 0.764
H19 5.958 -3.208 1.883
H20 3.613 -4.325 -0.580
H21 2.029 -4.310 1.319
H22 3.033 -3.100 2.126
H23 2.675 -1.562 0.174
H24 1.648 -2.792 -0.565
H25 0.644 -0.039 2.995
H26 1.977 0.152 1.833
H27 2.049 -1.127 3.071
H28 4.374 -6.101 0.525
H29 5.847 -6.748 3.674
H30 4.583 -7.440 2.635
H31 6.209 -7.126 1.975

Atom charges from the Löwdin analysis, given in e for atoms 1 to 6: -0.114 -0.261 -0.135 -0.257 0.170 -0.255

DFT (the ωB97M-V functional and the def2-TZVPD basis) results for a 2-piece molecular cluster, C3H9O2 overall at a distorted geometry.

Computed properties:
**Largest force on an atom**: 5.0 eV Å⁻¹
**Gap between HOMO and LUMO**: 5.3 eV
**Total charge**: -1

Cartesian coordinates (Å):
C1 1.037 -2.864 0.578
O1 -0.188 -2.650 0.927
H1 1.620 -1.900 0.720
H2 1.065 -3.400 -0.432
H3 1.899 -3.592 1.191
C2 -0.310 2.017 -0.554
O2 -1.227 2.931 -1.122
C3 -0.587 0.798 0.346
H4 0.387 2.772 -0.057
H5 0.270 1.674 -1.460
H6 -1.891 2.371 -1.650
H7 -0.037 0.965 1.305
H8 -0.349 -0.099 -0.166
H9 -1.687 0.977 0.375

Atom charges from the Löwdin analysis, given in e for atoms 1 to 6: -0.612 -0.406 0.009 0.020 0.027 -0.379

DFT (the ωB97M-V functional and the def2-TZVPD basis) results for C3H3BrClF3 as an isolated structure at a distorted geometry.

Computed properties:
**Largest force on an atom**: 2.8 eV Å⁻¹
**Gap between HOMO and LUMO**: 11.4 eV
**Total charge**: 0

Cartesian coordinates (Å):
C1 -0.156 -0.047 0.245
C2 -1.623 0.143 0.333
C3 -2.104 1.437 -0.507
F1 -2.027 1.207 -1.820
F2 -1.318 2.477 -0.299
F3 -3.377 1.804 -0.305
Cl1 -2.088 0.439 1.973
Br1 -2.572 -1.413 -0.306
H1 0.084 -1.120 0.670
H2 0.308 0.653 0.876
H3 0.278 0.182 -0.782

Atom charges from the Löwdin analysis, given in e for atoms 1 to 6: -0.193 -1.218 -0.735 0.112 0.156 0.119